Formula: C4H12N2O
Source: OMol25
Level of theory: ωB97M-V with the def2-TZVPD basis set

## Properties
multiplicity	2
net charge	-1
frontier orbital gap (alpha / beta)	0.108 / 0.301	Ha
LUMO level (alpha / beta)	4.05 / 3.86	eV

```
19
Properties=species:S:1:pos:R:3:forces:R:3:nbo_charge:R:1
O -1.542 1.210 1.682 -0.38 0.01 -0.61 -1.020
N 1.092 -0.241 1.341 -0.03 -0.13 -0.77 -0.833
N -1.433 -1.770 0.633 1.60 0.52 1.39 -1.105
C 0.725 -0.558 0.009 -1.21 -0.31 0.34 0.105
C 1.349 0.184 -1.138 0.59 -0.29 0.69 -0.450
C -0.330 -1.352 -0.212 -0.86 -1.19 -1.52 -0.491
C 0.679 1.558 -1.266 0.40 0.03 -0.59 -0.660
H -2.300 -1.915 0.110 0.22 -0.05 -0.27 0.299
H -0.407 1.506 -1.278 -0.01 -0.18 0.39 0.208
H 1.053 2.185 -0.455 -0.38 0.24 -0.03 0.192
H -0.437 -1.855 -1.177 0.27 0.89 -0.31 0.160
H -1.531 0.230 1.721 -0.18 0.29 -0.27 0.481
H 1.275 -0.413 -2.048 -0.17 0.05 -0.02 0.213
H 1.160 0.763 1.458 -0.24 0.03 0.36 0.361
H 2.416 0.329 -0.907 -0.10 0.00 -0.30 0.188
H -1.871 1.388 0.770 0.29 -0.29 0.82 0.453
H -1.158 -2.638 1.091 -0.50 -0.11 0.07 0.342
H 0.332 -0.647 1.886 0.36 0.45 0.52 0.367
H 0.929 2.037 -2.220 0.32 0.05 0.11 0.191
```
Positions in Å, forces in eV/Å.

=====

Formula: C5H6N2OS
Source: OMol25
Level of theory: ωB97M-V with the def2-TZVPD basis set

## Properties
multiplicity	1
net charge	0
frontier orbital gap	0.309	Ha
LUMO level	0.25	eV

```
15
Properties=species:S:1:pos:R:3:forces:R:3:nbo_charge:R:1
S 1.985 -0.469 -0.441 -0.71 -0.53 0.01 1.277
O 3.117 -0.728 0.442 0.77 -0.16 0.30 -0.945
N -0.785 0.153 0.124 3.59 1.51 0.13 -0.448
N 0.734 2.103 -0.005 0.97 0.13 -0.12 -0.355
C -0.746 -1.220 -0.197 -0.36 -0.49 -0.15 -0.236
C -0.570 2.405 -0.042 -0.51 0.27 0.03 -0.167
C -1.405 1.279 -0.036 -0.09 0.04 0.13 0.045
C 0.664 -1.690 0.147 -0.02 0.50 -0.24 -0.553
C 1.079 0.924 0.147 -3.67 -1.39 0.11 0.085
H -1.481 -1.793 0.387 0.09 -0.08 -0.15 0.207
H 0.911 -2.652 -0.299 0.11 0.06 -0.05 0.233
H -0.953 -1.380 -1.265 0.01 -0.04 0.12 0.198
H -2.478 1.379 -0.124 -0.18 -0.03 -0.04 0.207
H 0.813 -1.741 1.225 0.15 0.12 0.00 0.240
H -0.885 3.430 -0.063 -0.14 0.10 -0.06 0.212
```
Positions in Å, forces in eV/Å.

=====

Formula: C3H11N4
Source: OMol25
Level of theory: ωB97M-V with the def2-TZVPD basis set

## Properties
multiplicity	1
net charge	+1
frontier orbital gap	0.392	Ha
LUMO level	-2.91	eV

```
18
Properties=species:S:1:pos:R:3:forces:R:3:nbo_charge:R:1
N 0.831 0.604 0.567 -3.16 4.96 0.51 -0.401
N -0.512 1.130 -0.151 5.20 -1.96 -2.25 -0.116
N 0.056 1.840 -1.249 -0.46 -1.37 0.54 -0.681
N 0.294 -1.360 -0.282 0.88 -2.09 -0.65 -0.528
C 0.487 -2.810 -0.406 -1.09 -1.17 1.26 -0.442
C 1.132 -0.582 0.335 0.33 -2.42 -1.21 0.368
C -1.333 1.843 0.691 -1.17 0.46 2.91 -0.459
H -0.184 -3.215 -1.222 0.70 0.42 1.34 0.245
H 2.133 -0.880 0.579 0.29 -0.64 0.18 0.233
H -0.596 -0.999 -0.575 -0.16 0.38 0.13 0.442
H 0.313 -3.215 0.638 -0.70 -0.08 -1.40 0.219
H -2.102 2.172 0.005 -0.30 0.87 0.36 0.250
H -0.853 2.555 1.408 -0.36 0.24 -1.16 0.209
H -0.124 2.822 -1.226 -0.23 0.50 -0.30 0.382
H 1.483 -3.209 -0.555 0.55 0.87 -0.69 0.234
H -1.815 1.133 1.378 -0.05 0.03 -0.22 0.229
H -0.087 1.319 -2.121 -0.16 0.84 0.56 0.394
H 1.542 1.302 0.747 -0.12 0.17 0.09 0.420
```
Positions in Å, forces in eV/Å.

=====

Formula: C7H23NO3OsP
Source: OMol25
Level of theory: ωB97M-V with the def2-TZVPD basis set

## Properties
multiplicity	5
net charge	+1
frontier orbital gap (alpha / beta)	0.248 / 0.272	Ha
LUMO level (alpha / beta)	-3.86 / -5.44	eV

```
36
Properties=species:S:1:pos:R:3:forces:R:3:nbo_charge:R:1
Os 1.379 -1.059 -0.630 3.37 -1.47 0.87 0.771
P -0.002 0.534 -0.371 -4.51 1.84 2.61 1.668
O -0.596 0.108 1.144 0.86 0.50 -2.02 -0.854
O 0.025 2.202 -0.040 0.67 -2.58 -1.04 -0.781
O -0.973 -0.633 -1.481 0.65 1.52 2.01 -0.788
N 1.046 -2.366 1.087 -0.38 -1.53 1.75 -1.093
C 1.844 3.546 0.878 -0.26 0.00 0.11 -0.633
C -1.827 0.663 1.676 0.09 -0.44 -1.23 -0.064
C 1.664 0.192 -3.183 -2.26 -0.05 -1.02 -0.810
C -1.971 -2.823 -1.603 0.04 -0.15 -0.38 -0.641
C -1.660 0.922 3.111 0.09 0.14 0.49 -0.629
C -1.884 -1.613 -0.782 0.31 2.77 -0.04 -0.060
C 1.541 2.356 0.059 -0.79 -0.31 -1.03 -0.078
H -2.806 -1.004 -0.693 0.17 -0.91 0.13 0.203
H 1.540 3.391 1.903 -0.07 0.08 0.30 0.225
H 1.353 4.415 0.469 -0.10 0.35 -0.04 0.238
H 1.808 2.451 -1.000 0.51 0.08 0.36 0.205
H 2.122 -2.416 -1.129 0.45 -1.33 -1.37 -0.318
H 2.909 3.678 0.837 0.58 0.27 0.12 0.238
H -2.365 -2.602 -2.585 -0.06 -0.10 -0.22 0.239
H -0.998 -3.301 -1.683 0.10 -0.14 -0.12 0.217
H -1.449 -1.801 0.200 -0.30 -0.03 0.01 0.169
H -2.113 1.556 1.115 0.03 -0.04 0.07 0.198
H 0.298 -2.079 1.725 0.10 0.26 -0.14 0.415
H -2.642 -3.471 -1.075 -0.43 -0.71 0.07 0.237
H 1.073 -0.620 -2.607 0.80 1.04 -1.81 0.158
H 0.800 -3.330 0.814 0.27 0.48 -0.08 0.421
H -2.622 1.218 3.484 -0.48 0.20 0.49 0.237
H -1.337 0.034 3.637 0.07 -0.20 0.18 0.214
H 0.919 1.016 -3.449 1.03 -0.88 0.74 0.233
H 2.498 0.515 -2.599 0.50 0.44 0.32 0.213
H 2.002 -0.198 -4.141 0.12 -0.30 0.10 0.247
H 2.015 1.427 0.471 -0.39 0.77 -0.14 0.180
H -2.506 -0.151 1.455 -0.76 0.19 0.28 0.182
H 1.871 -2.479 1.696 -0.21 0.08 -0.40 0.421
H -0.956 1.724 3.288 0.18 0.18 0.07 0.222
```
Positions in Å, forces in eV/Å.

=====

Formula: C5H6N2
Source: OMol25
Level of theory: ωB97M-V with the def2-TZVPD basis set

## Properties
multiplicity	1
net charge	0
frontier orbital gap	0.367	Ha
LUMO level	0.81	eV

```
13
Properties=species:S:1:pos:R:3:forces:R:3:nbo_charge:R:1
N 1.128 0.799 0.274 -0.13 -0.67 0.58 -0.513
N -0.580 -0.895 0.203 0.01 0.47 -0.01 -0.418
C -1.984 -0.404 0.093 -0.45 -0.15 -0.06 -0.225
C -1.468 1.057 0.092 -0.25 0.15 -0.08 -0.482
C 1.950 -0.069 0.009 -0.35 -0.35 0.22 0.553
C -0.181 0.327 0.161 -0.20 0.07 -0.10 0.387
C 2.844 -0.897 -0.455 0.01 0.56 1.27 -0.671
H 3.240 -1.709 0.155 -0.09 0.24 -0.40 0.260
H -1.626 1.636 -0.818 -0.07 0.00 0.06 0.223
H -2.469 -0.731 -0.831 0.06 0.05 0.14 0.195
H -1.710 1.656 0.973 0.01 -0.07 -0.12 0.227
H 3.456 -0.084 -0.807 1.38 -0.32 -1.41 0.270
H -2.599 -0.687 0.952 0.08 0.02 -0.10 0.194
```
Positions in Å, forces in eV/Å.

=====

Formula: C5H10O
Source: OMol25
Level of theory: ωB97M-V with the def2-TZVPD basis set

## Properties
multiplicity	1
net charge	0
frontier orbital gap	0.353	Ha
LUMO level	0.93	eV

```
16
Properties=species:S:1:pos:R:3:forces:R:3:nbo_charge:R:1
O -2.075 -1.697 -1.008 -0.19 0.51 -0.09 -0.567
C -0.699 1.281 -0.595 -0.10 -0.29 0.07 -0.659
C 1.572 1.021 0.524 -0.19 -0.43 0.11 -0.649
C 0.463 0.344 -0.289 0.04 -0.25 -0.61 -0.129
C -0.235 -1.466 0.545 1.73 2.95 -0.70 -0.553
C -1.349 -2.044 -0.107 -0.49 -0.82 0.13 0.367
H 0.860 -0.103 -1.188 0.01 -0.12 -0.15 0.222
H 0.639 -2.101 0.622 0.03 0.27 0.51 0.227
H -1.142 1.698 0.319 0.10 -0.12 -0.13 0.207
H 1.199 1.445 1.466 0.01 -0.14 -0.18 0.212
H 1.993 1.859 -0.059 -0.25 -0.33 0.08 0.231
H -1.477 0.763 -1.157 0.07 0.06 0.07 0.254
H -0.201 -0.409 0.902 -0.49 -0.78 1.11 0.287
H 2.394 0.337 0.754 -0.12 0.07 -0.02 0.222
H -0.337 2.128 -1.199 0.01 -0.24 0.19 0.222
H -1.516 -3.013 0.421 -0.18 -0.32 -0.41 0.104
```
Positions in Å, forces in eV/Å.